i.
A cluster of 2 separate species, C2H6N2S2 in total. Source: the OMol25 dataset; level of theory: ωB97M-V/def2-TZVPD.

The value obtained for the gap between HOMO and LUMO (alpha / beta) is 0.24770 / 0.27687 Ha. As for the charge: 0.

Geometry (Å):
C  -1.867  -0.016  -0.409
C  1.547  0.326  0.500
N  0.659  -1.475  -0.829
N  0.944  -0.235  -0.725
S  -0.985  1.257  -0.730
S  -3.423  -0.320  0.379
H  0.686  0.379  1.229
H  2.256  -0.343  0.902
H  2.033  1.264  0.407
H  0.735  -1.927  0.089
H  1.208  0.096  -1.634
H  -3.793  0.993  0.823

---

ii.
An isolated molecule of C2H6N2S2. Source: the OMol25 dataset; level of theory: ωB97M-V/def2-TZVPD.

The value obtained for the gap between HOMO and LUMO is 0.32600 Ha. As for the charge: 0.

Geometry (Å):
C  2.845  0.998  -0.137
C  -0.613  -1.023  0.100
H  2.430  1.739  0.676
H  2.685  1.727  -1.042
H  3.925  0.907  0.201
H  -0.355  -2.056  -0.196
H  -2.545  -1.448  0.312
H  -1.947  1.160  1.296
N  0.362  -0.191  0.266
N  -2.008  -0.881  -0.256
S  1.909  -0.512  -0.007
S  -2.288  0.864  -0.062

---

What is the most stable structure shown above? It is ii.